Record 1
{
  "formula": "C33H41BaN3SeSi2",
  "method": "ωB97M-V with the def2-TZVPD basis set",
  "species": ["Ba", "C", "C", "N", "C", "C", "C", "C", "C", "C", "C", "C", "C", "N", "C", "H", "H", "H", "H", "H", "H", "H", "H", "C", "Si", "C", "C", "C", "C", "C", "C", "C", "C", "N", "Si", "C", "C", "C", "H", "H", "H", "H", "H", "H", "H", "H", "H", "H", "H", "H", "H", "H", "H", "H", "H", "H", "H", "H", "H", "H", "C", "C", "C", "C", "C", "C", "Se", "C", "C", "C", "H", "H", "H", "H", "H", "H", "H", "H", "H", "H", "H"],
  "xyz": [[-0.553, -0.503, -0.359], [-0.783, 2.850, 3.435], [-0.959, 1.892, 2.430], [0.003, 1.492, 1.626], [1.228, 2.050, 1.758], [1.502, 3.017, 2.732], [0.456, 3.408, 3.585], [2.816, 3.587, 2.842], [3.802, 3.203, 2.013], [3.561, 2.215, 0.998], [4.574, 1.804, 0.115], [4.298, 0.871, -0.845], [3.000, 0.352, -0.905], [2.031, 0.705, -0.087], [2.294, 1.635, 0.859], [-1.615, 3.133, 4.065], [-1.936, 1.443, 2.284], [0.644, 4.154, 4.347], [2.991, 4.337, 3.604], [4.793, 3.634, 2.088], [5.563, 2.238, 0.205], [5.049, 0.534, -1.545], [2.756, -0.387, -1.662], [2.236, -4.921, 1.776], [1.773, -3.222, 1.111], [3.040, -2.050, 1.862], [2.081, -3.348, -0.754], [0.057, -2.654, 1.364], [-0.917, -3.495, 0.608], [-1.198, -4.844, 0.915], [-2.110, -5.564, 0.179], [-2.767, -4.953, -0.887], [-2.461, -3.640, -1.150], [-1.573, -2.928, -0.438], [-0.507, -2.338, 3.073], [0.582, -1.092, 3.969], [-2.273, -1.664, 2.990], [-0.618, -3.808, 4.244], [3.284, -5.136, 1.542], [1.632, -5.718, 1.335], [2.120, -4.972, 2.861], [4.006, -2.167, 1.361], [3.193, -2.279, 2.919], [2.743, -1.003, 1.790], [3.135, -3.539, -0.970], [1.799, -2.444, -1.308], [1.500, -4.173, -1.178], [-0.675, -5.299, 1.746], [-2.315, -6.599, 0.426], [-3.491, -5.482, -1.491], [-2.945, -3.118, -1.969], [0.955, -0.306, 3.312], [1.448, -1.590, 4.415], [0.024, -0.621, 4.784], [-2.389, -0.828, 2.289], [-2.610, -1.310, 3.968], [-2.963, -2.449, 2.666], [0.356, -4.281, 4.389], [-1.314, -4.572, 3.889], [-0.974, -3.470, 5.223], [-3.341, 4.561, -7.015], [-2.781, 4.018, -5.726], [-1.441, 3.682, -5.605], [-0.903, 3.203, -4.414], [0.561, 2.862, -4.366], [-1.729, 3.051, -3.287], [-0.958, 2.490, -1.628], [-3.093, 3.370, -3.400], [-4.065, 3.228, -2.257], [-3.586, 3.847, -4.611], [-2.570, 4.617, -7.785], [-3.746, 5.566, -6.876], [-4.150, 3.935, -7.397], [-0.786, 3.799, -6.464], [1.040, 3.090, -5.320], [0.704, 1.800, -4.148], [1.068, 3.407, -3.569], [-3.634, 2.648, -1.445], [-4.982, 2.744, -2.600], [-4.341, 4.205, -1.852], [-4.643, 4.093, -4.678]],
  "energy_ha": -4452.4221,
  "homo_lumo_gap_ev": 5.76,
  "lumo_energy_ev": -0.49
}

Record 2
{
  "formula": "C28H62N5O9V",
  "method": "ωB97M-V with the def2-TZVPD basis set",
  "species": ["O", "V", "C", "C", "C", "C", "C", "C", "N", "O", "C", "C", "C", "H", "H", "H", "H", "H", "H", "H", "H", "H", "H", "H", "H", "H", "H", "H", "H", "H", "H", "C", "C", "C", "C", "C", "C", "N", "O", "C", "C", "C", "H", "H", "H", "H", "H", "H", "H", "H", "H", "H", "H", "H", "H", "H", "H", "H", "H", "H", "N", "O", "O", "O", "C", "O", "C", "C", "N", "C", "C", "O", "C", "H", "H", "H", "H", "H", "H", "H", "H", "H", "H", "H", "H", "H", "H", "H", "C", "C", "C", "O", "C", "N", "H", "H", "H", "H", "H", "H", "H", "H", "H", "H", "H"],
  "xyz": [[-0.478, -0.376, 0.043], [1.031, 0.155, -0.048], [1.827, 4.516, -1.907], [1.296, 4.053, -0.546], [0.625, 5.203, 0.193], [-0.658, 5.678, -0.450], [-1.615, 4.522, -0.562], [-1.029, 3.210, -1.146], [0.313, 2.968, -0.654], [0.864, 1.845, -1.294], [-1.127, 3.294, -2.689], [-1.972, 2.104, -0.656], [2.459, 3.611, 0.315], [1.941, 3.658, -2.569], [2.788, 5.029, -1.801], [1.143, 5.226, -2.370], [1.294, 6.058, 0.351], [0.353, 4.876, 1.205], [-0.497, 6.148, -1.431], [-1.097, 6.506, 0.121], [-2.502, 4.817, -1.135], [-2.067, 4.289, 0.411], [-2.096, 3.647, -3.050], [-0.998, 2.303, -3.136], [-0.338, 3.943, -3.062], [-1.897, 2.080, 0.433], [-1.709, 1.153, -1.100], [-3.012, 2.339, -0.908], [2.962, 2.786, -0.194], [2.199, 3.246, 1.308], [3.178, 4.431, 0.408], [4.043, -3.349, 0.764], [2.636, -3.925, 0.635], [2.638, -5.278, 1.352], [1.266, -5.816, 1.716], [0.547, -4.759, 2.495], [0.442, -3.407, 1.796], [1.739, -3.006, 1.301], [1.795, -1.664, 0.941], [-0.065, -2.401, 2.824], [-0.573, -3.527, 0.635], [2.284, -4.181, -0.833], [4.860, -4.036, 0.517], [4.220, -2.920, 1.749], [4.151, -2.528, 0.042], [3.221, -5.181, 2.276], [3.211, -5.962, 0.716], [1.372, -6.704, 2.357], [0.794, -6.273, 0.836], [1.151, -4.631, 3.403], [-0.453, -5.036, 2.837], [-0.249, -1.423, 2.386], [0.665, -2.310, 3.637], [-0.963, -2.796, 3.309], [-0.512, -2.616, 0.046], [-1.603, -3.620, 0.991], [-0.399, -4.439, 0.062], [2.116, -3.256, -1.360], [1.354, -4.738, -0.922], [3.080, -4.699, -1.381], [0.151, 1.572, 2.865], [0.749, 2.224, 3.721], [-1.041, 1.264, 3.005], [0.796, 1.282, 1.821], [-2.232, -1.131, -2.560], [-0.922, -0.624, -2.751], [-0.060, -1.616, -3.181], [1.353, -1.066, -3.217], [1.951, -0.762, -1.895], [3.105, 0.127, -2.159], [3.920, 0.367, -0.905], [3.072, 0.617, 0.179], [3.699, 0.589, 1.432], [-2.535, -1.710, -3.443], [-2.872, -0.249, -2.555], [-2.333, -1.653, -1.610], [-0.318, -1.884, -4.220], [-0.144, -2.497, -2.531], [1.352, -0.199, -3.879], [2.009, -1.799, -3.709], [2.466, -1.561, -1.534], [2.797, 1.053, -2.643], [3.890, -0.286, -2.819], [4.642, 1.176, -1.046], [4.471, -0.566, -0.721], [3.039, 1.010, 2.185], [4.605, 1.214, 1.425], [4.011, -0.418, 1.719], [-4.927, -1.539, 1.692], [-4.225, -0.196, 1.752], [-5.030, 0.944, 1.191], [-5.129, 0.802, -0.227], [-5.835, 1.841, -0.853], [-3.836, 0.085, 3.163], [-4.379, -2.326, 2.194], [-5.073, -1.790, 0.633], [-5.933, -1.470, 2.125], [-3.240, -0.255, 1.275], [-4.491, 1.880, 1.388], [-6.027, 0.995, 1.658], [-5.950, 2.710, -0.193], [-6.830, 1.509, -1.161], [-5.223, 2.165, -1.698], [-2.962, 0.604, 3.260], [-4.484, 0.730, 3.621]],
  "multiplicity": 2,
  "energy_ha": -2998.8631,
  "homo_lumo_gap_ev": [5.72, 5.74],
  "lumo_energy_ev": [2.27, 2.27],
  "total_charge": -1
}

Record 3
{
  "formula": "C7H11N",
  "method": "ωB97M-V with the def2-TZVPD basis set",
  "species": ["C", "C", "C", "C", "N", "C", "C", "C", "H", "H", "H", "H", "H", "H", "H", "H", "H", "H", "H"],
  "xyz": [[-1.468, 1.367, -0.570], [-0.804, 0.301, 0.394], [-1.848, -0.866, 0.405], [-0.328, -1.008, -0.079], [0.789, -1.274, -0.912], [1.663, -0.424, 0.123], [1.527, 1.052, -0.078], [0.682, 0.614, 1.052], [-1.327, 2.297, 0.059], [-2.546, 1.386, -0.776], [-0.929, 1.325, -1.563], [-2.021, -1.895, 1.097], [-2.732, -0.731, -0.191], [-0.046, -1.700, 0.808], [0.795, -0.692, -1.918], [2.554, -1.043, 0.168], [1.164, 1.464, -1.070], [2.157, 1.881, 0.121], [0.876, 0.414, 2.168]],
  "energy_ha": -327.7552,
  "smiles": "C[C@@]12C[C@H]1N[C@H]1C[C@H]12",
  "relative_energy_ev": 9.056,
  "homo_lumo_gap_ev": 8.61,
  "lumo_energy_ev": 1.00
}

Record 4
{
  "formula": "C45H40N5OPRe",
  "method": "ωB97M-V with the def2-TZVPD basis set",
  "species": ["Re", "C", "C", "N", "C", "C", "C", "C", "C", "C", "C", "N", "C", "C", "C", "C", "C", "C", "C", "C", "N", "C", "H", "H", "H", "H", "H", "H", "H", "H", "H", "H", "H", "H", "C", "C", "C", "C", "C", "C", "P", "C", "C", "C", "C", "C", "C", "C", "C", "C", "C", "C", "C", "C", "C", "C", "C", "H", "H", "H", "H", "H", "H", "H", "H", "H", "H", "H", "H", "H", "H", "H", "H", "C", "N", "C", "C", "O", "N", "C", "C", "H", "H", "H", "H", "H", "H", "H", "H", "H", "H", "H", "H"],
  "xyz": [[0.035, 0.517, -0.374], [-0.743, -1.207, 3.631], [-0.083, -0.787, 2.473], [-0.647, 0.013, 1.586], [-1.945, 0.441, 1.793], [-2.690, 0.007, 2.893], [-2.041, -0.823, 3.832], [-4.048, 0.394, 3.004], [-4.604, 1.160, 2.025], [-3.837, 1.610, 0.921], [-2.512, 1.293, 0.816], [-1.606, 1.661, -0.206], [-1.750, 2.733, -1.109], [-2.644, 3.769, -1.063], [-2.622, 4.784, -2.051], [-1.711, 4.772, -3.064], [-0.745, 3.738, -3.111], [0.267, 3.659, -4.091], [1.183, 2.639, -4.059], [1.108, 1.692, -3.040], [0.178, 1.739, -2.095], [-0.772, 2.742, -2.128], [-0.224, -1.844, 4.333], [0.920, -1.133, 2.259], [-2.584, -1.158, 4.708], [-4.628, 0.069, 3.858], [-5.647, 1.439, 2.084], [-4.320, 2.191, 0.149], [-3.360, 3.837, -0.259], [-3.350, 5.581, -1.993], [-1.701, 5.545, -3.821], [0.309, 4.411, -4.870], [1.961, 2.552, -4.804], [1.805, 0.870, -2.989], [5.672, 2.607, -2.056], [5.170, 3.258, -0.941], [4.143, 2.685, -0.201], [3.617, 1.457, -0.588], [4.131, 0.796, -1.709], [5.153, 1.373, -2.441], [2.344, 0.635, 0.403], [2.318, 1.442, 2.009], [2.930, 0.918, 3.144], [2.837, 1.596, 4.352], [2.140, 2.793, 4.429], [1.527, 3.320, 3.299], [1.609, 2.643, 2.092], [2.824, -1.096, 0.421], [3.940, -1.642, 1.005], [4.286, -2.980, 0.721], [3.560, -3.703, -0.186], [2.441, -3.140, -0.849], [1.727, -3.823, -1.867], [0.704, -3.205, -2.532], [0.303, -1.897, -2.182], [0.923, -1.207, -1.160], [2.045, -1.828, -0.513], [6.483, 3.049, -2.621], [5.582, 4.211, -0.636], [3.761, 3.200, 0.671], [3.756, -0.184, -1.989], [5.558, 0.858, -3.303], [3.470, -0.017, 3.100], [3.312, 1.186, 5.234], [2.073, 3.318, 5.374], [0.982, 4.253, 3.360], [1.118, 3.054, 1.214], [4.582, -1.055, 1.650], [5.153, -3.417, 1.196], [3.857, -4.716, -0.433], [2.021, -4.832, -2.130], [0.183, -3.727, -3.325], [-0.540, -1.458, -2.704], [-4.502, -3.678, -1.481], [-3.843, -2.486, -0.956], [-4.232, -1.241, -1.596], [-2.685, -2.521, -0.240], [-1.861, -1.593, -0.285], [-2.445, -3.631, 0.520], [-1.086, -3.905, 0.946], [-3.491, -4.343, 1.239], [-4.635, -3.559, -2.557], [-5.485, -3.834, -1.033], [-3.890, -4.558, -1.312], [-5.316, -1.131, -1.547], [-3.933, -1.230, -2.649], [-3.763, -0.406, -1.088], [-0.397, -3.263, 0.401], [-0.834, -4.949, 0.745], [-0.964, -3.730, 2.020], [-4.449, -3.851, 1.103], [-3.253, -4.340, 2.306], [-3.580, -5.383, 0.918]],
  "multiplicity": 4,
  "energy_ha": -2507.0542,
  "relative_energy_ev": 0.675,
  "homo_lumo_gap_ev": [6.86, 6.12],
  "lumo_energy_ev": [-5.83, -6.71],
  "total_charge": 2
}

Record 5
{
  "formula": "C14H33AuN2O4Si3",
  "method": "ωB97M-V with the def2-TZVPD basis set",
  "species": ["Au", "N", "C", "C", "O", "N", "C", "C", "O", "O", "H", "H", "H", "H", "H", "H", "C", "O", "Si", "C", "C", "C", "Si", "C", "C", "C", "Si", "C", "C", "C", "H", "H", "H", "H", "H", "H", "H", "H", "H", "H", "H", "H", "H", "H", "H", "H", "H", "H", "H", "H", "H", "H", "H", "H", "H", "H", "H"],
  "xyz": [[0.227, -0.129, 0.319], [0.559, -0.389, 2.597], [2.018, -0.368, 2.777], [2.667, -1.378, 1.829], [3.577, -2.095, 2.200], [2.121, -1.348, 0.576], [2.331, -2.403, -0.261], [0.757, -3.284, -0.481], [1.006, -4.379, -0.913], [-0.196, -2.583, -0.175], [0.090, 0.307, 3.160], [0.179, -1.305, 2.814], [2.327, -0.609, 3.794], [2.382, 0.628, 2.516], [3.010, -3.173, 0.096], [2.472, -2.132, -1.308], [0.176, -0.486, -3.138], [-0.102, 0.277, -1.971], [-1.243, 1.498, -1.808], [-2.842, 0.877, -2.591], [-0.673, 2.945, -2.873], [-1.110, 1.637, 0.066], [-0.016, 3.074, 0.642], [0.167, 3.215, 2.526], [-0.695, 4.769, 0.134], [1.740, 2.920, -0.077], [-2.705, 1.229, 0.987], [-3.291, -0.523, 0.566], [-2.563, 1.301, 2.875], [-4.067, 2.477, 0.554], [0.563, 0.158, -3.932], [-0.722, -0.996, -3.495], [0.927, -1.236, -2.895], [-2.722, 0.820, -3.676], [-3.685, 1.539, -2.396], [-3.101, -0.119, -2.230], [-0.697, 2.665, -3.929], [0.347, 3.248, -2.631], [-1.325, 3.813, -2.755], [-0.717, 3.667, 2.978], [1.017, 3.860, 2.760], [0.338, 2.257, 3.020], [-1.736, 4.895, 0.443], [-0.642, 4.933, -0.942], [-0.110, 5.557, 0.616], [2.002, 1.881, -0.282], [2.489, 3.319, 0.612], [1.840, 3.469, -1.016], [-2.450, -1.184, 0.343], [-3.952, -0.527, -0.303], [-3.847, -0.962, 1.398], [-1.880, 0.545, 3.270], [-3.545, 1.106, 3.312], [-2.235, 2.278, 3.230], [-4.322, 2.455, -0.506], [-3.761, 3.497, 0.800], [-4.978, 2.259, 1.117]],
  "multiplicity": 3,
  "energy_ha": -1967.9425,
  "relative_energy_ev": 0.618,
  "homo_lumo_gap_ev": [8.47, 6.95],
  "lumo_energy_ev": [0.47, -2.09]
}

Record 6
{
  "formula": "C37H43CrNO5P2SSi",
  "method": "ωB97M-V with the def2-TZVPD basis set",
  "species": ["Cr", "O", "C", "O", "C", "O", "C", "C", "O", "O", "H", "H", "H", "H", "H", "C", "S", "C", "C", "C", "N", "P", "C", "C", "C", "C", "C", "C", "C", "C", "C", "C", "C", "C", "P", "C", "C", "C", "C", "C", "C", "C", "C", "C", "C", "C", "C", "H", "H", "H", "H", "H", "H", "H", "H", "H", "H", "H", "H", "H", "H", "H", "H", "H", "H", "H", "H", "H", "H", "H", "H", "H", "H", "H", "H", "H", "C", "Si", "C", "C", "C", "C", "H", "H", "H", "H", "H", "H", "H", "H", "H"],
  "xyz": [[1.128, 1.609, 0.417], [0.101, 4.761, -2.069], [0.559, 3.991, -1.113], [0.875, 2.822, -1.285], [0.679, 4.660, 0.232], [0.978, 3.683, 1.211], [2.262, 3.845, 1.858], [3.327, 3.203, 0.981], [4.414, 3.672, 0.795], [2.911, 2.041, 0.474], [-0.033, 4.230, -2.875], [-0.261, 5.161, 0.472], [1.462, 5.421, 0.157], [2.178, 3.295, 2.797], [2.463, 4.898, 2.049], [-3.150, -5.187, -1.036], [-1.459, -5.509, -1.566], [-1.123, -3.975, -2.453], [-0.995, -2.757, -1.549], [-0.553, -1.522, -2.334], [-0.026, -0.422, -1.503], [-0.933, 0.683, -0.601], [-2.256, -0.254, 0.196], [-3.490, -0.423, -0.436], [-4.438, -1.279, 0.101], [-4.159, -1.978, 1.267], [-2.935, -1.815, 1.900], [-1.985, -0.954, 1.370], [-1.816, 1.775, -1.747], [-1.537, 1.790, -3.111], [-2.149, 2.721, -3.940], [-3.034, 3.651, -3.409], [-3.317, 3.639, -2.050], [-2.715, 2.702, -1.222], [1.554, -0.296, -0.883], [2.057, -1.891, -0.228], [1.827, -2.185, 1.114], [2.071, -3.465, 1.590], [2.550, -4.446, 0.735], [2.805, -4.152, -0.598], [2.565, -2.876, -1.079], [2.672, 0.005, -2.266], [4.046, -0.037, -2.033], [4.931, 0.281, -3.049], [4.453, 0.641, -4.302], [3.088, 0.689, -4.538], [2.199, 0.382, -3.518], [-3.507, -6.085, -0.536], [-3.795, -4.992, -1.893], [-3.209, -4.357, -0.333], [-1.902, -3.831, -3.206], [-0.189, -4.145, -2.994], [-0.285, -2.983, -0.755], [-1.950, -2.556, -1.063], [-1.392, -1.126, -2.916], [0.225, -1.785, -3.057], [-3.714, 0.112, -1.350], [-5.394, -1.402, -0.391], [-4.898, -2.648, 1.684], [-2.718, -2.357, 2.810], [-1.037, -0.828, 1.870], [-0.846, 1.070, -3.526], [-1.945, 2.712, -5.004], [-3.511, 4.375, -4.054], [-4.013, 4.355, -1.635], [-2.952, 2.694, -0.164], [1.460, -1.418, 1.785], [1.891, -3.696, 2.631], [2.734, -5.445, 1.107], [3.188, -4.915, -1.261], [2.762, -2.645, -2.119], [4.429, -0.311, -1.057], [5.995, 0.250, -2.861], [5.148, 0.884, -5.094], [2.717, 0.961, -5.517], [1.135, 0.421, -3.704], [-0.789, -1.104, 5.349], [-0.092, 0.608, 5.132], [-1.375, 1.905, 5.496], [1.444, 0.850, 6.152], [0.383, 0.818, 3.352], [0.657, 0.925, 2.165], [-1.052, -1.284, 6.392], [-0.070, -1.867, 5.048], [-1.694, -1.231, 4.750], [-1.678, 1.855, 6.544], [-2.265, 1.768, 4.882], [-0.983, 2.905, 5.306], [1.261, 0.596, 7.198], [1.772, 1.890, 6.114], [2.263, 0.226, 5.793]],
  "multiplicity": 2,
  "energy_ha": -4281.3794,
  "relative_energy_ev": 0.026,
  "homo_lumo_gap_ev": [6.96, 7.44],
  "lumo_energy_ev": [-3.51, -3.04],
  "total_charge": 1
}

Number 1: largest force on an atom 1.2 eV Å⁻¹. Number 2: largest force on an atom 4.3 eV Å⁻¹. Number 3: largest force on an atom 5.2 eV Å⁻¹. Number 4: largest force on an atom 0.7 eV Å⁻¹. Number 5: largest force on an atom 1.1 eV Å⁻¹. Number 6: largest force on an atom 0.4 eV Å⁻¹.